w:
A cluster of 2 separate species, C6H17N2 in total. Source: the OMol25 dataset; level of theory: the ωB97M-V functional and the def2-TZVPD basis.

```
25
Properties=species:S:1:pos:R:3:lowdin_charge:R:1
C 1.35 2.22 -0.94 0.098
N -2.08 0.46 1.22 0.295
C -3.11 -0.17 0.50 -0.214
C -2.74 -1.60 -0.01 -0.012
C 0.96 0.64 -1.27 -0.184
N 0.63 -0.05 -0.17 0.137
C 1.60 -0.70 0.58 -0.218
C 3.08 -0.48 0.32 -0.015
H 1.66 2.27 0.09 0.078
H 0.44 2.81 -1.02 0.095
H -2.11 0.21 2.21 0.171
H -4.03 -0.24 1.08 0.141
H -3.42 0.38 -0.40 0.161
H -3.65 -1.99 -0.45 0.111
H -1.98 -1.56 -0.79 0.075
H -2.40 -2.28 0.77 0.094
H 0.15 0.69 -2.01 0.148
H 1.82 0.27 -1.85 0.144
H 2.09 2.50 -1.68 0.111
H -1.13 0.25 0.83 0.103
H 1.27 -1.77 0.47 0.208
H 1.32 -0.49 1.63 0.175
H 3.38 0.49 0.71 0.103
H 3.60 -1.21 0.93 0.103
H 3.27 -0.63 -0.74 0.092
```

## Properties
**Charge**: +2
**LUMO (spin up / spin down)**: -0.42304 / -0.43071 hartree
**Gap between HOMO and LUMO (spin up / spin down)**: 8.19 / 7.97 eV
**HOMO (spin up / spin down)**: -19.70 / -19.69 eV
**Expectation value of S²**: 0.75
**Spin multiplicity**: 2

x:
The ion C6H17N2 with charge +2. Source: the OMol25 dataset; level of theory: the ωB97M-V functional and the def2-TZVPD basis.

```
25
Properties=species:S:1:pos:R:3:lowdin_charge:R:1
N 0.91 1.09 -1.39 0.197
C 0.19 0.21 -0.51 -0.350
C -0.98 0.94 0.08 -0.144
C -2.19 -0.08 0.44 -0.222
C -3.12 0.51 1.46 -0.106
C 1.18 -0.27 0.62 -0.056
N 2.48 -0.51 -0.08 0.133
C 2.46 -1.84 -0.83 0.070
H 1.31 1.96 -0.96 0.209
H 0.37 1.30 -2.26 0.215
H 1.84 0.53 -1.67 0.201
H -0.36 -0.64 -1.13 0.215
H -0.88 1.59 0.97 0.136
H -1.37 1.66 -0.63 0.127
H -1.78 -0.97 0.85 0.092
H -2.63 -0.41 -0.41 0.079
H -2.55 0.74 2.46 0.118
H -3.70 1.46 1.26 0.108
H -3.89 -0.24 1.73 0.089
H 1.31 0.63 1.27 0.162
H 0.65 -0.97 1.23 0.163
H 3.22 -0.43 0.59 0.170
H 3.35 -2.39 -0.52 0.131
H 2.67 -1.54 -1.87 0.133
H 1.48 -2.33 -0.70 0.129
```

## Properties
**Charge**: +2
**LUMO (spin up / spin down)**: -0.27480 / -0.48977 hartree
**Gap between HOMO and LUMO (spin up / spin down)**: 10.51 / 4.65 eV
**HOMO (spin up / spin down)**: -17.99 / -17.98 eV
**Expectation value of S²**: 0.75
**Spin multiplicity**: 2

y:
A cluster of 2 separate species, C6H17N2 in total. Source: the OMol25 dataset; level of theory: the ωB97M-V functional and the def2-TZVPD basis.

```
25
Properties=species:S:1:pos:R:3:lowdin_charge:R:1
N 2.69 -1.21 1.67 0.183
C 2.00 -0.96 0.38 -0.450
C 2.98 -0.59 -0.72 -0.046
C 0.90 0.10 0.48 0.333
N -1.50 1.81 -0.08 0.332
C -1.76 -0.03 -1.67 0.029
C -2.49 0.85 -0.62 -0.364
C -2.86 -0.01 0.58 -0.030
H 1.98 -1.19 2.42 0.118
H -0.70 1.28 0.33 0.065
H 3.28 -0.40 1.91 0.127
H 1.57 -1.96 0.26 0.175
H 3.63 -1.45 -0.87 0.112
H 2.53 -0.30 -1.67 0.100
H 3.70 0.21 -0.48 0.106
H 0.32 -0.02 1.39 0.113
H 1.18 0.96 -0.16 0.138
H -1.01 2.36 -0.81 0.179
H -0.86 -0.43 -1.19 0.070
H -1.41 0.58 -2.53 0.111
H -2.46 -0.74 -2.11 0.131
H -3.35 1.43 -0.93 0.166
H -3.77 -0.62 0.53 0.117
H -2.00 -0.64 0.81 0.076
H -3.09 0.68 1.41 0.106
```

## Properties
**Charge**: +2
**LUMO (spin up / spin down)**: -0.44609 / -0.46774 hartree
**Gap between HOMO and LUMO (spin up / spin down)**: 6.86 / 6.30 eV
**HOMO (spin up / spin down)**: -18.99 / -19.03 eV
**Expectation value of S²**: 0.75
**Spin multiplicity**: 2

Result of the stability comparison: y is the least stable of them.

w:
The ion C5H10NS with charge +1. Source: the OMol25 dataset; level of theory: the ωB97M-V functional and the def2-TZVPD basis.

```
17
Properties=species:S:1:pos:R:3:lowdin_charge:R:1
C -1.30 1.27 -0.38 -0.170
C -1.42 -1.04 0.84 -0.361
C -0.02 -0.58 0.59 -0.409
C 0.60 -1.25 -0.77 -0.010
C 1.23 1.60 0.10 -0.065
N 0.03 0.84 0.37 -0.154
S -2.45 0.01 -0.25 1.069
H -1.40 2.14 -1.04 0.104
H -1.37 -2.10 0.34 0.127
H -1.77 -1.08 1.91 0.121
H 0.56 -0.85 1.48 0.159
H 1.71 -1.30 -0.65 0.091
H 0.40 -0.54 -1.52 0.057
H 0.16 -2.26 -0.98 0.096
H 1.12 2.43 -0.65 0.116
H 1.95 0.83 -0.33 0.098
H 1.97 1.88 0.95 0.132
```

## Properties
**Charge**: +1
**LUMO (spin up / spin down)**: -0.20660 / -0.20660 hartree
**Gap between HOMO and LUMO (spin up / spin down)**: 8.15 / 8.15 eV
**HOMO (spin up / spin down)**: -13.77 / -13.77 eV

x:
A cluster of 2 separate species, C5H10NS in total. Source: the OMol25 dataset; level of theory: the ωB97M-V functional and the def2-TZVPD basis.

```
17
Properties=species:S:1:pos:R:3:lowdin_charge:R:1
C 1.03 1.62 3.01 0.129
C 1.20 0.74 2.03 -0.154
C -1.58 -1.34 -1.16 -0.190
C -1.18 -0.92 -2.55 -0.168
C 0.95 1.35 0.75 -0.443
N -0.22 -1.13 -1.54 -0.211
S 1.07 0.70 -0.75 1.109
H 1.22 1.33 4.01 0.083
H 0.80 2.64 2.88 0.077
H 1.49 -0.24 2.16 0.095
H -2.18 -0.61 -0.62 0.104
H -2.19 -2.26 -1.09 0.126
H -1.40 -1.80 -3.23 0.144
H -1.43 0.13 -2.74 0.113
H 0.73 2.35 0.73 0.046
H 0.20 -2.04 -1.65 0.125
H 1.49 -0.53 -0.23 0.015
```

## Properties
**Charge**: +1
**LUMO**: -0.19701 hartree
**Gap between HOMO and LUMO**: 7.99 eV
**HOMO**: -13.35 eV

Result of the stability comparison: x is the least stable of them.